# 1
C36H60OP2Re as an isolated structure. Source: the OMol25 dataset; level of theory: ωB97M-V/def2-TZVPD.

Summary:
LUMO energy (spin up / spin down)	-8.530 / -9.733	eV
charge	+2
spin multiplicity	4
HOMO level (spin up / spin down)	-11.8 / -12.7	eV
energy above the lowest of the compared OMol25 structures with the same formula, charge and spin	460.1	kJ/mol
frontier orbital gap (spin up / spin down)	3.30 / 2.96	eV

CARTESIAN COORDINATES (ANGSTROEM)
Re  -1.681  -0.915  -3.453
C  0.650  -0.118  -3.695
C  -0.458  0.631  -4.296
C  -0.070  1.433  -2.135
C  0.940  0.503  -2.429
C  -1.006  1.459  -3.217
C  1.516  -1.071  -4.429
H  0.933  -1.615  -5.180
H  1.970  -1.800  -3.742
H  2.327  -0.546  -4.956
C  2.207  0.374  -1.655
H  2.761  -0.535  -1.924
H  2.021  0.375  -0.572
H  2.881  1.225  -1.853
C  -0.068  2.381  -0.989
H  0.584  3.255  -1.174
H  0.291  1.908  -0.062
H  -1.072  2.770  -0.790
C  -2.079  2.468  -3.392
H  -1.659  3.437  -3.704
H  -2.629  2.619  -2.455
H  -2.805  2.162  -4.154
C  -0.696  0.872  -5.749
H  0.162  1.409  -6.183
H  -1.592  1.484  -5.893
H  -0.815  -0.077  -6.279
C  -1.833  -2.795  -2.846
C  -1.739  -2.684  -4.318
C  -2.973  -2.999  -5.163
C  -4.024  -1.888  -4.999
C  -3.436  -0.664  -4.278
C  -3.487  -0.588  -2.792
C  -4.047  -1.769  -2.010
C  -3.154  -3.025  -2.124
H  -3.388  -3.988  -4.918
H  -4.926  -2.247  -4.484
H  -2.657  -3.052  -6.215
H  -3.699  -3.868  -2.584
H  -1.008  -3.341  -2.388
H  -0.815  -3.072  -4.739
H  -2.907  -3.351  -1.101
H  -4.119  -1.434  -0.962
H  -3.734  0.390  -2.367
H  -5.081  -1.994  -2.320
H  -4.352  -1.577  -6.002
H  -3.637  0.271  -4.807
P  0.448  -1.882  0.984
P  -1.912  0.784  1.290
C  -1.429  -1.952  0.847
C  -2.134  -0.995  1.817
H  -1.758  -3.000  1.013
H  -1.672  -1.695  -0.203
H  -3.218  -1.187  1.823
H  -1.733  -1.100  2.840
C  -1.380  1.582  2.859
H  -1.653  2.649  2.821
H  -0.282  1.498  2.923
H  -1.834  1.133  3.755
C  -3.670  1.309  1.184
H  -4.303  0.760  1.893
H  -4.011  1.096  0.161
H  -3.748  2.390  1.367
C  0.790  -3.455  1.892
H  1.862  -3.680  1.778
H  0.186  -4.264  1.454
H  0.556  -3.336  2.958
C  0.813  -2.514  -0.709
H  0.373  -1.860  -1.482
H  0.397  -3.525  -0.823
H  1.897  -2.540  -0.876
C  2.893  4.806  3.426
C  2.087  4.029  4.473
C  0.618  3.952  4.059
C  2.750  2.687  4.785
C  3.526  2.588  5.918
C  4.251  1.435  6.222
C  4.176  0.333  5.367
C  3.349  0.327  4.264
C  3.211  -0.936  3.410
C  4.366  -1.045  2.410
C  3.084  -2.184  4.294
C  2.668  1.557  3.867
O  2.066  1.632  2.759
H  2.879  4.256  2.478
H  3.932  4.927  3.753
H  2.458  5.800  3.273
H  2.131  4.587  5.421
H  0.541  3.638  3.014
H  0.062  3.249  4.688
H  0.160  4.945  4.162
H  3.587  3.458  6.578
H  4.862  1.385  7.121
H  4.778  -0.553  5.583
H  2.284  -0.828  2.827
H  5.316  -1.209  2.935
H  4.202  -1.869  1.704
H  4.448  -0.115  1.833
H  2.148  -2.136  4.864
H  3.076  -3.109  3.709
H  3.906  -2.237  5.018

# 2
An isolated ion of composition C3H6O4 and charge -1. Source: the OMol25 dataset; level of theory: ωB97M-V/def2-TZVPD.

Summary:
LUMO energy (spin up / spin down)	4.210 / 4.191	eV
charge	-1
spin multiplicity	2
HOMO level (spin up / spin down)	-3.7 / -4.0	eV
energy above the lowest of the compared OMol25 structures with the same formula, charge and spin	0.0	kJ/mol
frontier orbital gap (spin up / spin down)	7.93 / 8.20	eV

CARTESIAN COORDINATES (ANGSTROEM)
C  -1.196  -1.894  -0.527
C  -1.073  -0.513  0.001
O  -0.150  0.234  -0.721
H  -1.947  -2.567  -0.109
H  -0.573  -2.238  -1.356
H  -0.945  -0.605  1.104
H  -2.066  -0.008  -0.035
C  1.087  0.985  0.113
O  1.902  0.151  0.615
O  1.647  1.881  -0.817
H  2.397  1.423  -1.210
O  0.424  1.804  1.044
H  0.492  1.349  1.897

# 3
One molecule with the formula C7H8N2O2S. Source: the OMol25 dataset; level of theory: ωB97M-V/def2-TZVPD.

Summary:
LUMO energy	-0.807	eV
structure (SMILES)	CS(=O)(=O)\C=C/C=C\C=N\C#N
HOMO level	-9.7	eV
energy above the lowest of the compared OMol25 structures with the same formula, charge and spin	502.0	kJ/mol
frontier orbital gap	8.85	eV

CARTESIAN COORDINATES (ANGSTROEM)
C  2.469  -0.897  -0.371
C  -0.030  2.308  -0.274
C  0.668  2.045  0.774
C  -0.075  1.273  -1.382
C  1.540  0.868  0.834
C  -0.702  0.095  -1.332
C  -1.346  -2.313  0.383
N  2.809  -1.962  -0.684
N  1.904  0.204  -0.211
O  -2.923  -0.197  0.041
O  -0.688  -0.006  1.270
S  -1.482  -0.483  0.139
H  -0.798  3.043  -0.180
H  0.698  2.606  1.706
H  0.602  1.411  -2.203
H  1.720  0.491  1.889
H  -0.526  -0.642  -2.107
H  -0.325  -2.542  0.229
H  -1.435  -2.333  1.486
H  -2.080  -2.970  -0.005

# 4
A 7-piece molecular cluster, C42H42 overall. Source: the OMol25 dataset; level of theory: ωB97M-V/def2-TZVPD.

Summary:
LUMO energy	0.714	eV
structure (SMILES)	c1ccccc1.c1ccccc1.c1ccccc1.c1ccccc1.c1ccccc1.c1ccccc1.c1ccccc1
HOMO level	-8.9	eV
energy above the lowest of the compared OMol25 structures with the same formula, charge and spin	14.8	kJ/mol
frontier orbital gap	9.62	eV

CARTESIAN COORDINATES (ANGSTROEM)
C  1.029  0.183  5.589
C  2.022  0.530  4.654
C  1.848  1.629  3.826
C  0.706  2.402  3.964
C  -0.240  2.104  4.934
C  -0.109  0.981  5.670
H  1.159  -0.776  6.186
H  2.863  -0.154  4.560
H  2.553  1.888  3.063
H  0.619  3.267  3.369
H  -1.130  2.700  5.123
H  -0.957  0.644  6.337
C  -4.471  1.080  -3.134
C  -3.865  -0.099  -3.636
C  -2.523  -0.343  -3.392
C  -1.792  0.615  -2.755
C  -2.398  1.668  -2.096
C  -3.798  1.970  -2.315
H  -5.562  1.263  -3.284
H  -4.543  -0.811  -4.107
H  -2.012  -1.235  -3.789
H  -0.700  0.470  -2.671
H  -1.877  2.440  -1.586
H  -4.226  2.895  -1.939
C  3.595  -5.337  -0.121
C  2.842  -4.537  0.744
C  3.535  -3.715  1.613
C  4.947  -3.670  1.604
C  5.684  -4.416  0.693
C  4.969  -5.210  -0.222
H  3.124  -6.110  -0.753
H  1.780  -4.746  0.784
H  2.945  -3.234  2.349
H  5.524  -3.132  2.316
H  6.742  -4.534  0.858
H  5.652  -5.740  -0.868
C  -1.469  5.019  -0.297
C  -2.291  4.357  0.626
C  -3.647  4.490  0.556
C  -4.200  5.325  -0.384
C  -3.403  5.966  -1.348
C  -2.004  5.797  -1.293
H  -0.344  4.917  -0.201
H  -1.864  3.684  1.413
H  -4.247  3.965  1.279
H  -5.275  5.455  -0.520
H  -3.876  6.683  -2.031
H  -1.483  6.349  -2.047
C  1.907  -0.308  0.785
C  0.762  0.440  0.379
C  0.925  1.790  -0.018
C  2.181  2.401  -0.103
C  3.313  1.607  0.266
C  3.183  0.292  0.734
H  1.697  -1.326  1.114
H  -0.203  -0.010  0.484
H  0.034  2.412  -0.160
H  2.338  3.464  -0.413
H  4.287  1.981  0.095
H  4.041  -0.284  1.063
C  1.303  -1.909  -4.884
C  1.617  -1.014  -3.832
C  1.485  -1.420  -2.474
C  1.063  -2.748  -2.234
C  0.705  -3.624  -3.296
C  0.871  -3.199  -4.578
H  1.348  -1.612  -5.925
H  1.987  -0.040  -4.099
H  1.699  -0.800  -1.638
H  0.929  -3.192  -1.234
H  0.298  -4.624  -3.134
H  0.541  -3.847  -5.422
C  -1.471  -2.062  1.811
C  -1.782  -2.664  0.624
C  -2.681  -2.106  -0.209
C  -3.287  -0.884  0.097
C  -2.917  -0.176  1.246
C  -1.995  -0.778  2.082
H  -0.789  -2.562  2.481
H  -1.382  -3.685  0.459
H  -2.972  -2.662  -1.061
H  -3.880  -0.400  -0.685
H  -3.270  0.841  1.413
H  -1.715  -0.228  2.947

# 5
A 12-piece molecular cluster, C26H74BFO12 overall. Source: the OMol25 dataset; level of theory: ωB97M-V/def2-TZVPD.

Summary:
LUMO energy	0.347	eV
structure (SMILES)	O=CCBCCF.CCO.CCO.CCO.CCO.CCO.CCO.CCO.CCO.CCO.CCO.CCO
HOMO level	-9.3	eV
frontier orbital gap	9.69	eV

CARTESIAN COORDINATES (ANGSTROEM)
O  -0.348  1.720  5.292
C  -0.081  1.427  4.132
C  1.254  0.854  3.725
B  1.977  1.922  2.813
C  2.104  1.795  1.250
C  0.909  2.348  0.485
F  -0.295  2.157  1.175
H  -0.821  1.613  3.343
H  1.806  0.732  4.653
H  1.153  -0.122  3.254
H  2.452  2.872  3.361
H  2.965  2.372  0.924
H  2.232  0.759  0.945
H  1.012  3.405  0.264
H  0.808  1.829  -0.464
C  4.331  -2.784  1.442
C  3.397  -2.220  0.388
O  4.050  -1.212  -0.391
H  4.689  -1.990  2.100
H  3.832  -3.543  2.044
H  5.206  -3.243  0.976
H  2.529  -1.753  0.853
H  3.040  -3.011  -0.277
H  4.811  -1.623  -0.809
C  1.548  -0.900  -3.132
C  2.173  -2.278  -3.208
O  1.473  -3.212  -2.381
H  1.554  -0.549  -2.099
H  2.089  -0.185  -3.749
H  0.513  -0.923  -3.472
H  3.201  -2.246  -2.850
H  2.180  -2.646  -4.240
H  0.567  -3.247  -2.698
C  0.438  3.130  -6.268
C  1.009  1.726  -6.333
O  0.273  0.810  -5.525
H  0.426  3.486  -5.238
H  1.028  3.822  -6.871
H  -0.590  3.146  -6.636
H  2.029  1.712  -5.951
H  1.032  1.369  -7.368
H  -0.631  0.794  -5.851
C  -3.378  2.832  -1.500
C  -3.891  2.494  -0.112
O  -3.034  1.574  0.561
H  -3.280  1.925  -2.098
H  -4.056  3.517  -2.012
H  -2.392  3.299  -1.444
H  -4.867  2.015  -0.178
H  -3.997  3.405  0.487
H  -2.163  1.977  0.641
C  6.148  4.486  -0.981
C  5.543  4.614  0.403
O  5.140  3.351  0.932
H  5.436  4.026  -1.665
H  6.424  5.464  -1.376
H  7.041  3.855  -0.957
H  4.646  5.230  0.367
H  6.253  5.088  1.090
H  5.918  2.790  0.984
C  2.843  -6.406  0.197
C  4.014  -6.977  0.975
O  4.193  -6.326  2.232
H  2.979  -5.338  0.028
H  2.735  -6.898  -0.770
H  1.910  -6.534  0.751
H  4.944  -6.833  0.427
H  3.880  -8.052  1.134
H  3.389  -6.450  2.742
C  -6.548  -0.858  -0.545
C  -7.338  -0.099  -1.592
O  -6.566  0.941  -2.196
H  -6.191  -0.177  0.229
H  -7.157  -1.628  -0.075
H  -5.670  -1.330  -0.996
H  -8.202  0.389  -1.141
H  -7.702  -0.781  -2.368
H  -5.802  0.532  -2.609
C  -2.651  -1.722  1.132
C  -2.890  -2.832  0.129
O  -2.394  -4.098  0.571
H  -1.588  -1.605  1.344
H  -3.035  -0.775  0.754
H  -3.146  -1.945  2.082
H  -2.384  -2.614  -0.810
H  -3.964  -2.920  -0.071
H  -2.847  -4.309  1.391
C  -8.025  -3.813  3.701
C  -7.432  -2.866  2.674
O  -8.438  -2.156  1.954
H  -8.692  -4.526  3.218
H  -7.242  -4.363  4.224
H  -8.609  -3.262  4.442
H  -6.863  -3.420  1.928
H  -6.753  -2.154  3.156
H  -8.949  -1.643  2.586
C  5.515  9.018  -2.133
C  5.245  7.885  -3.105
O  4.350  6.917  -2.563
H  5.927  8.629  -1.201
H  6.220  9.737  -2.553
H  4.591  9.548  -1.890
H  6.166  7.350  -3.332
H  4.841  8.275  -4.045
H  3.521  7.360  -2.366
C  -2.423  -3.774  5.017
C  -1.164  -3.584  4.190
O  -0.855  -2.208  3.997
H  -3.269  -3.276  4.539
H  -2.659  -4.833  5.135
H  -2.304  -3.338  6.011
H  -1.289  -4.004  3.193
H  -0.316  -4.090  4.665
H  -0.721  -1.817  4.865

# 6
A 2-piece molecular cluster, ClFH2NP overall. Source: the OMol25 dataset; level of theory: ωB97M-V/def2-TZVPD.

Summary:
LUMO energy (spin up / spin down)	-0.553 / -0.554	eV
HOMO level (spin up / spin down)	-9.5 / -9.5	eV
energy above the lowest of the compared OMol25 structures with the same formula, charge and spin	236.4	kJ/mol
frontier orbital gap (spin up / spin down)	8.95 / 8.95	eV

CARTESIAN COORDINATES (ANGSTROEM)
N  1.315  -0.110  0.200
F  -1.101  1.770  0.256
P  -0.819  0.500  -0.783
Cl  -1.952  -0.917  0.083
H  0.807  -0.754  0.834
H  1.750  -0.489  -0.590

# 7
C39H30N2O4PdS2 as an isolated structure. Source: the OMol25 dataset; level of theory: ωB97M-V/def2-TZVPD.

Summary:
LUMO energy (spin up / spin down)	-0.549 / -3.296	eV
spin multiplicity	5
HOMO level (spin up / spin down)	-8.6 / -8.6	eV
energy above the lowest of the compared OMol25 structures with the same formula, charge and spin	35.3	kJ/mol
frontier orbital gap (spin up / spin down)	8.02 / 5.32	eV

CARTESIAN COORDINATES (ANGSTROEM)
Pd  -0.797  -1.285  -1.262
C  1.576  2.402  3.575
C  1.664  2.371  2.061
C  2.434  3.572  1.521
O  0.359  2.376  1.463
C  0.209  1.276  0.613
C  1.667  0.817  0.412
O  2.250  1.152  1.660
C  1.995  -0.582  -0.197
O  1.269  -0.653  -1.367
C  3.504  -0.662  -0.553
C  3.851  -1.230  -1.774
C  5.184  -1.388  -2.125
C  6.186  -0.979  -1.259
C  5.846  -0.406  -0.043
C  4.514  -0.250  0.313
C  1.773  -1.780  0.739
C  1.462  -3.019  0.152
C  1.401  -4.164  0.916
C  1.686  -4.113  2.279
C  2.046  -2.906  2.862
C  2.098  -1.749  2.104
C  -0.917  0.229  1.184
O  -0.520  -1.049  0.923
C  -1.177  0.414  2.685
C  -0.783  -0.592  3.559
C  -1.003  -0.467  4.924
C  -1.624  0.664  5.428
C  -2.038  1.662  4.557
C  -1.820  1.538  3.195
C  -2.211  0.476  0.376
C  -2.638  1.734  -0.036
C  -3.767  1.869  -0.829
C  -4.478  0.751  -1.246
C  -4.085  -0.505  -0.818
C  -2.966  -0.651  -0.003
H  0.975  3.252  3.894
H  2.582  2.493  3.985
H  1.123  1.483  3.942
H  1.934  4.485  1.843
H  2.468  3.555  0.432
H  3.451  3.560  1.911
H  -0.179  1.620  -0.343
H  2.056  1.492  -0.365
H  3.060  -1.531  -2.446
H  5.440  -1.832  -3.079
H  7.227  -1.104  -1.528
H  6.620  -0.079  0.640
H  4.265  0.199  1.262
H  1.302  -3.074  -0.919
H  1.155  -5.110  0.450
H  1.644  -5.015  2.876
H  2.290  -2.866  3.916
H  2.359  -0.813  2.570
H  -0.303  -1.472  3.156
H  -0.692  -1.259  5.594
H  -1.793  0.765  6.493
H  -2.536  2.543  4.942
H  -2.147  2.330  2.537
H  -2.081  2.619  0.246
H  -4.081  2.855  -1.146
H  -5.341  0.862  -1.890
H  -4.655  -1.382  -1.098
H  -2.756  -1.613  0.454
S  -1.873  -2.455  -3.035
C  -2.492  -1.213  -4.043
C  -3.423  -1.566  -5.037
C  -3.907  -0.632  -5.924
C  -4.849  -1.007  -6.931
N  -5.611  -1.299  -7.740
C  -3.484  0.725  -5.833
C  -2.602  1.094  -4.847
C  -2.082  0.146  -3.942
S  -0.925  0.671  -2.804
C  -3.950  1.696  -6.773
N  -4.301  2.477  -7.539
H  -3.755  -2.592  -5.111
H  -2.283  2.124  -4.760

Computed values of electronic energy (unit: eV) for the preceding records, in sequence: -61040.0862 -11396.9239 -25294.5786 -44233.5203 -56122.1397 -26050.7181 -77246.1690.